Density functional theory data (the ωB97M-V functional and the def2-TZVPD basis) for 5 unconnected molecules or ions with the total composition C28H22N2O10P.

```
63
Properties=species:S:1:pos:R:3:mulliken_charge:R:1
O 3.596 -0.060 0.112 -0.369
P 3.068 0.462 -1.148 0.233
N 1.288 0.659 -1.112 0.596
C 0.700 1.840 -1.313 -0.117
C -0.679 1.937 -1.281 -0.750
C -1.364 0.766 -1.035 0.630
O -2.704 0.768 -0.970 -0.424
C -0.643 -0.431 -0.805 -0.229
N 0.661 -0.476 -0.852 -0.648
H 3.217 -0.442 -2.208 0.110
H 3.530 1.726 -1.543 0.072
H 1.321 2.704 -1.509 0.422
H -1.162 2.891 -1.441 0.675
H -3.047 0.065 -1.552 0.194
H -1.168 -1.354 -0.593 0.525
C -4.400 -0.600 -4.492 -0.257
C -5.002 -0.120 -5.576 -0.370
C -6.482 -0.188 -5.727 0.294
O -7.027 0.249 -6.712 -0.500
C -7.253 -0.813 -4.622 -0.329
C -6.645 -1.292 -3.540 -0.445
C -5.175 -1.219 -3.391 0.574
O -4.625 -1.656 -2.394 -0.612
H -3.323 -0.569 -4.367 0.416
H -4.459 0.334 -6.395 0.417
H -8.327 -0.852 -4.752 0.416
H -7.187 -1.752 -2.723 0.418
C 4.348 -1.702 5.412 -0.397
C 4.969 -0.567 5.724 -0.449
C 5.088 0.542 4.742 0.228
O 5.652 1.576 5.024 -0.531
C 4.485 0.336 3.401 -0.193
C 3.862 -0.796 3.089 -0.131
C 3.747 -1.903 4.070 0.294
O 3.182 -2.937 3.777 -0.523
H 4.252 -2.525 6.109 0.443
H 5.415 -0.396 6.695 0.415
H 4.585 1.155 2.699 0.432
H 3.418 -0.963 2.121 0.474
C 1.992 -5.467 -1.415 -0.418
C 1.907 -6.406 -0.476 -0.402
C 2.513 -6.210 0.868 0.279
O 2.431 -7.064 1.721 -0.517
C 3.218 -4.926 1.122 -0.266
C 3.306 -3.993 0.179 -0.185
C 2.698 -4.190 -1.158 0.395
O 2.762 -3.325 -2.012 -0.561
H 1.558 -5.587 -2.400 0.430
H 1.398 -7.348 -0.638 0.417
H 3.642 -4.797 2.109 0.440
H 3.810 -3.048 0.342 0.382
C -2.102 4.378 1.215 -0.098
C -2.703 4.777 2.332 -0.548
C -2.392 6.098 2.945 0.256
O -2.938 6.457 3.960 -0.496
C -1.388 6.950 2.257 -0.421
C -0.789 6.545 1.140 -0.430
C -1.098 5.231 0.535 0.691
O -0.541 4.875 -0.491 -0.560
H -2.324 3.422 0.757 0.346
H -3.440 4.174 2.845 0.432
H -1.177 7.907 2.717 0.417
H -0.055 7.149 0.622 0.414
```

Calculated values
- Total energy: -62124.803 eV
- Maximum force: 1.6 eV Å⁻¹
- Net charge: +1
- Multiplicity: 1
- E_HOMO: -0.43794 hartree
- Frontier orbital gap: 7.04 eV

Density functional theory data (the ωB97M-V functional and the def2-TZVPD basis) for a molecular structure, C28H23BMoN3O8.

```
64
Properties=species:S:1:pos:R:3:mulliken_spin:R:1
Mo -1.206 1.944 1.404 2.066
O 0.378 3.006 4.877 -0.003
C 0.226 2.599 3.770 -0.001
O -0.986 2.266 3.262 0.009
C 1.339 2.403 2.778 0.033
C 2.654 2.679 3.159 -0.013
C 3.641 2.493 2.230 0.016
C 3.312 2.007 0.949 0.002
C 4.301 1.773 -0.039 0.006
C 3.952 1.276 -1.259 -0.004
C 2.601 0.982 -1.542 0.005
C 1.621 1.204 -0.617 0.013
C 1.957 1.734 0.646 -0.021
N 0.984 1.970 1.578 -0.029
H 2.839 3.033 4.162 0.000
H 4.675 2.705 2.467 0.000
H 5.332 1.993 0.202 0.000
H 4.707 1.094 -2.012 0.000
H 2.340 0.560 -2.504 0.000
H 0.595 0.940 -0.827 -0.013
O -1.641 1.537 -0.722 -0.042
C -1.688 2.248 -1.740 0.010
C -1.454 3.651 -1.779 0.029
C -1.514 4.332 -3.007 -0.003
C -1.297 5.678 -3.018 0.014
C -1.027 6.396 -1.845 -0.001
C -0.972 5.746 -0.639 0.017
C -1.184 4.356 -0.583 0.003
O -1.143 3.750 0.571 0.022
N -1.356 6.402 -4.298 -0.001
O -1.596 5.747 -5.292 0.003
O -1.160 7.596 -4.271 0.002
H -1.942 1.742 -2.678 0.000
H -1.727 3.807 -3.929 0.000
H -0.867 7.463 -1.913 0.000
H -0.772 6.280 0.279 0.001
N -4.523 1.576 1.742 0.082
C -3.388 1.721 1.636 -0.113
H -5.501 1.394 1.860 -0.004
C 1.143 -5.821 -1.093 0.000
C 0.182 -5.984 0.092 0.000
C -0.728 -7.180 -0.188 0.000
C 0.985 -6.278 1.366 0.000
C -0.606 -4.686 0.282 0.000
C -1.998 -4.640 0.198 0.000
C -2.731 -3.467 0.374 0.002
C -2.009 -2.331 0.640 -0.001
O -2.454 -1.036 0.869 -0.012
B -1.309 -0.302 1.082 -0.053
O -0.171 -1.078 1.010 -0.011
C -0.628 -2.358 0.726 -0.013
C 0.100 -3.508 0.555 0.001
H 1.714 -6.739 -1.241 0.000
H 1.856 -5.011 -0.929 0.000
H 0.597 -5.609 -2.014 0.000
H -0.118 -8.075 -0.313 0.000
H -1.306 -7.046 -1.104 0.000
H -1.419 -7.366 0.635 0.000
H 1.552 -7.203 1.246 0.000
H 0.324 -6.394 2.227 0.000
H 1.695 -5.481 1.592 0.000
H -2.547 -5.545 -0.011 0.000
H -3.810 -3.457 0.307 0.000
H 1.179 -3.492 0.635 0.000
```

Calculated values
- Total energy: -52786.341 eV
- Maximum force: 0.5 eV Å⁻¹
- ΔE to the lowest compared entry with this formula, charge and spin: 0.0 kcal/mol
- Net charge: +1
- Multiplicity: 3
- E_HOMO (alpha / beta): -0.40588 / -0.40613 hartree
- Frontier orbital gap (alpha / beta): 6.73 / 6.40 eV

Density functional theory data (the ωB97M-V functional and the def2-TZVPD basis) for 5 unconnected molecules or ions with the total composition C28H23BrNO12P.

```
66
Properties=species:S:1:pos:R:3:mulliken_charge:R:1
H 1.144 -4.965 7.111 0.276
N 0.629 -4.427 6.423 -0.705
C 1.161 -3.305 6.238 0.669
C 2.375 -2.826 6.989 -1.283
C 0.526 -2.395 5.242 -0.030
O 0.716 -1.030 5.644 -0.336
C 1.599 -0.276 4.989 0.628
O 2.239 0.581 5.551 -0.514
O 1.653 -0.429 3.625 -0.026
P 3.139 -0.921 3.034 0.245
O 3.043 -2.542 3.078 -0.405
Br 2.790 -0.590 0.836 -0.196
H 2.919 -3.674 7.355 0.465
H 2.035 -2.214 7.810 0.313
H 2.997 -2.206 6.363 0.260
H -0.534 -2.592 5.290 0.241
H 0.838 -2.603 4.237 0.066
H 2.186 -2.818 2.729 0.342
O -3.045 -2.154 5.307 -0.592
C -3.120 -1.126 4.668 0.450
C -3.616 -1.119 3.270 -0.524
C -3.688 0.010 2.571 -0.165
C -3.279 1.309 3.159 0.387
O -3.347 2.337 2.521 -0.562
C -2.782 1.303 4.558 -0.428
C -2.709 0.174 5.257 -0.280
H -3.913 -2.074 2.855 0.482
H -4.048 0.031 1.552 0.356
H -2.487 2.261 4.969 0.431
H -2.350 0.146 6.278 0.426
O -5.110 -1.695 0.263 -0.530
C -5.045 -1.682 -0.948 0.478
C -4.993 -0.405 -1.702 -0.270
C -4.924 -0.392 -3.030 -0.407
C -4.894 -1.653 -3.813 0.354
O -4.829 -1.642 -5.021 -0.542
C -4.946 -2.931 -3.056 -0.373
C -5.016 -2.943 -1.729 -0.358
H -5.016 0.503 -1.113 0.432
H -4.885 0.527 -3.600 0.412
H -4.924 -3.839 -3.645 0.400
H -5.054 -3.862 -1.158 0.417
O 4.397 4.903 -1.505 -0.552
C 3.394 4.281 -1.775 0.370
C 2.843 3.266 -0.840 -0.360
C 1.743 2.581 -1.138 -0.324
C 1.020 2.801 -2.415 0.314
O 0.017 2.175 -2.686 -0.575
C 1.570 3.814 -3.347 -0.314
C 2.669 4.501 -3.052 -0.387
H 3.385 3.120 0.086 0.426
H 1.326 1.837 -0.471 0.518
H 1.031 3.960 -4.274 0.453
H 3.086 5.241 -3.721 0.415
O 3.375 -1.096 -8.262 -0.538
C 3.359 0.002 -7.754 0.337
C 2.100 0.783 -7.644 -0.359
C 2.084 1.990 -7.088 -0.271
C 3.322 2.607 -6.552 0.516
O 3.307 3.706 -6.041 -0.530
C 4.580 1.829 -6.660 -0.392
C 4.597 0.621 -7.217 -0.365
H 1.209 0.314 -8.040 0.412
H 1.178 2.575 -6.998 0.371
H 5.471 2.298 -6.262 0.424
H 5.503 0.035 -7.305 0.403
```

Calculated values
- Total energy: -134796.944 eV
- Maximum force: 2.4 eV Å⁻¹
- Net charge: 0
- Multiplicity: 1
- E_HOMO: -0.37318 hartree
- Frontier orbital gap: 8.45 eV

Density functional theory data (the ωB97M-V functional and the def2-TZVPD basis) for a molecular structure, C28H23Cl5GeO2RuS.

```
61
Properties=species:S:1:pos:R:3:mulliken_spin:R:1
Ru 10.718 9.218 9.464 3.006
Cl 11.870 13.788 14.687 0.118
C 11.531 12.930 13.271 0.256
C 11.760 11.524 13.136 0.037
Cl 12.284 10.531 14.464 0.016
C 11.630 10.898 11.895 0.073
Cl 12.116 9.218 11.723 0.043
C 11.396 11.619 10.701 0.123
O 11.343 11.137 9.514 0.273
C 11.322 13.076 10.796 0.181
Cl 11.592 14.013 9.383 0.035
C 11.249 13.642 12.051 -0.059
Cl 10.619 15.219 12.172 -0.009
O 12.283 8.324 8.121 0.029
S 13.250 9.273 7.363 0.001
C 14.335 10.257 8.492 -0.006
C 15.283 9.288 9.134 0.002
C 15.306 7.955 8.374 0.000
C 14.692 8.217 6.986 0.004
H 13.659 10.786 9.097 0.009
H 14.874 10.979 7.856 -0.001
H 15.071 9.145 10.193 0.000
H 16.338 9.687 9.062 0.000
H 14.654 7.237 8.908 -0.001
H 16.324 7.560 8.214 0.000
H 14.419 7.271 6.526 0.000
H 15.387 8.786 6.350 0.000
C 5.884 13.710 9.942 0.146
C 7.126 13.573 9.301 0.239
C 7.807 12.336 9.332 0.071
C 7.355 11.294 10.087 0.091
C 6.145 11.448 10.797 0.235
C 5.381 12.609 10.680 0.049
Ge 8.378 9.573 10.048 -0.206
C 7.523 8.253 11.246 0.016
C 6.731 7.214 10.791 0.000
C 6.323 6.192 11.654 0.006
C 6.607 6.351 13.005 -0.001
C 7.215 7.507 13.515 0.000
C 7.673 8.507 12.607 -0.027
C 9.386 8.573 8.189 0.137
C 8.903 7.215 8.288 -0.022
C 8.242 6.596 7.213 -0.011
C 8.355 7.130 5.932 0.061
C 8.905 8.436 5.834 0.000
C 9.160 9.214 6.947 0.032
H 5.347 14.639 9.904 0.006
H 7.592 14.394 8.761 0.007
H 8.696 12.211 8.717 0.021
H 5.728 10.588 11.355 0.015
H 4.437 12.683 11.227 0.003
H 6.566 7.102 9.685 0.000
H 5.850 5.282 11.284 0.000
H 6.376 5.551 13.694 0.000
H 7.404 7.664 14.564 0.000
H 8.067 9.470 12.938 0.004
H 9.111 6.637 9.197 -0.011
H 7.634 5.716 7.450 0.002
H 7.967 6.570 5.081 0.001
H 9.038 8.856 4.815 0.001
H 9.301 10.297 6.842 -0.001
```

Calculated values
- Total energy: -166015.777 eV
- Maximum force: 3.4 eV Å⁻¹
- ΔE to the lowest compared entry with this formula, charge and spin: 0.0 kcal/mol
- Net charge: +3
- Multiplicity: 6
- E_HOMO (alpha / beta): -0.61569 / -0.61510 hartree
- Frontier orbital gap (alpha / beta): 7.05 / 3.61 eV